CHBrCl2O2S | ωB97M-V/def2-TZVPD

```
! RIJCOSX wB97M-V def2-TZVPD def2/J DEFGRID3
* xyz 0 1
C -0.642 0.434 -1.130
O -0.194 0.651 0.144
O 0.334 0.178 2.864
S 0.970 0.055 1.633
Cl 0.889 0.133 -2.019
Cl -1.788 -0.813 -1.262
Br 1.377 -2.154 1.294
H -0.945 1.516 -1.523
*
```

Summary:
E_LUMO (spin up / spin down)	-0.0592 / -0.0592	hartree
HOMO energy (spin up / spin down)	-10.451 / -10.451	eV

Atomic partial charges in e from the natural (NBO) method, atoms 1 to 5: 0.04, -0.79, -0.79, 1.52, -0.09